Here is a cluster of 9 separate species, C30H61NO26S4 in total from the OMol25 dataset. Energies are from ωB97M-V/def2-TZVPD.

Expectation value of S² ... 0.769
Highest occupied orbital energy (alpha / beta) ... -2.323 / -5.689 eV
Net charge ... -1
Multiplicity ... 2
Kohn-Sham gap (alpha / beta) ... 4.2 / 7.5 eV
LUMO level (alpha / beta) ... 1.83 / 1.83 eV

Geometry as XYZ:
```
122
C30H61NO26S4, DFT ωB97M-V/def2-TZVPD
C -0.23 -7.01 -12.82
O 0.39 -5.89 -12.16
C 0.93 -6.07 -10.93
O 1.00 -7.12 -10.38
O 1.49 -4.86 -10.56
C 2.24 -4.81 -9.37
H -1.22 -7.08 -12.37
H 0.31 -7.94 -12.63
H -0.27 -6.87 -13.90
H 2.82 -3.89 -9.31
H 3.02 -5.57 -9.35
H 1.56 -4.86 -8.51
C 3.21 -7.35 -18.51
O 2.54 -6.78 -17.39
C 1.31 -6.19 -17.55
O 0.70 -6.18 -18.57
O 1.00 -5.69 -16.34
C -0.11 -4.97 -16.16
H 2.45 -7.80 -19.14
H 3.77 -8.20 -18.11
H 3.83 -6.65 -19.07
H -0.34 -4.92 -15.10
H -0.92 -5.42 -16.73
H 0.04 -3.94 -16.49
C 3.16 -3.63 -13.93
O 3.91 -2.44 -13.64
C 4.06 -1.99 -12.33
O 3.73 -2.61 -11.32
O 4.65 -0.82 -12.33
C 5.12 -0.24 -11.11
H 2.27 -3.56 -13.30
H 3.70 -4.55 -13.72
H 2.76 -3.63 -14.94
H 5.05 -0.92 -10.27
H 4.49 0.61 -10.83
H 6.15 0.10 -11.21
C 5.15 -10.95 -15.71
O 5.67 -9.73 -16.25
C 6.25 -8.80 -15.46
O 6.89 -7.82 -15.91
O 6.17 -9.19 -14.16
C 6.95 -8.52 -13.19
H 4.58 -10.80 -14.79
H 5.99 -11.61 -15.48
H 4.49 -11.45 -16.41
H 6.62 -7.48 -13.10
H 8.02 -8.48 -13.35
H 6.72 -9.05 -12.27
C 1.62 -9.95 -14.13
C 1.94 -10.26 -12.80
C 2.77 -9.53 -12.06
C 3.27 -8.27 -12.55
C 2.88 -7.93 -13.88
C 2.04 -8.71 -14.66
N 4.08 -7.36 -11.74
O 4.34 -6.23 -12.24
O 4.56 -7.75 -10.64
H 1.05 -10.61 -14.78
H 1.51 -11.16 -12.37
H 2.93 -9.90 -11.05
H 3.23 -6.96 -14.19
H 1.71 -8.42 -15.65
O 6.09 -2.53 -17.62
S 6.46 -3.77 -16.92
O 7.69 -4.45 -17.33
O 6.58 -3.52 -15.31
C 7.49 -4.24 -14.57
C 7.46 -3.70 -13.11
C 5.06 -4.94 -16.86
H 8.51 -4.11 -14.93
H 7.39 -5.32 -14.70
H 7.41 -2.61 -13.13
H 8.22 -3.84 -12.35
H 6.55 -3.98 -12.57
H 4.45 -4.86 -15.96
H 5.47 -5.95 -16.91
H 4.40 -4.75 -17.70
O 1.91 -13.18 -6.80
S 3.13 -12.33 -6.82
O 4.24 -12.55 -7.76
O 2.62 -10.73 -6.92
C 3.54 -9.72 -7.36
C 2.80 -8.42 -7.40
C 3.85 -12.12 -5.09
H 3.94 -10.04 -8.32
H 4.37 -9.63 -6.66
H 2.42 -7.93 -6.50
H 1.97 -8.49 -8.11
H 3.45 -7.63 -7.77
H 4.63 -11.36 -5.00
H 4.33 -13.08 -4.93
H 3.06 -12.05 -4.35
O -0.09 -10.41 -17.06
S 0.31 -11.30 -18.15
O -0.30 -11.24 -19.52
O 1.93 -11.18 -18.22
C 2.66 -11.72 -19.35
C 3.94 -10.99 -19.62
C 0.26 -13.03 -17.48
H 1.92 -11.76 -20.14
H 2.97 -12.73 -19.06
H 3.90 -9.97 -20.00
H 4.57 -11.52 -20.34
H 4.55 -11.03 -18.72
H 1.10 -13.03 -16.79
H 0.35 -13.68 -18.35
H -0.64 -13.27 -16.91
O 5.58 -13.08 -13.54
S 6.35 -13.02 -12.27
O 7.61 -13.75 -12.20
O 6.54 -11.43 -11.77
C 7.62 -11.13 -10.83
C 6.86 -10.42 -9.64
C 5.21 -13.59 -10.86
H 8.45 -10.58 -11.28
H 8.12 -11.97 -10.34
H 7.57 -10.28 -8.82
H 6.13 -11.10 -9.22
H 6.30 -9.49 -9.74
H 5.55 -13.35 -9.85
H 5.07 -14.65 -11.08
H 4.36 -12.95 -11.10
```

---

Here is a cluster of 9 separate species, C30H62N2O18 in total from the OMol25 dataset. Energies are from ωB97M-V/def2-TZVPD.

Highest occupied orbital energy ... -10.102 eV
Kohn-Sham gap ... 10.3 eV
Energy above the lowest of the compared OMol25 structures with the same formula, charge and spin ... 0.389 eV
SMILES string ... C[N+](=O)[O-].C[N+](=O)[O-].CCOC(C)=O.CCOC(C)=O.CCOC(C)=O.CCOC(C)=O.CCOC(C)=O.CCOC(C)=O.CCOC(C)=O
LUMO level ... 0.20 eV

Geometry as XYZ:
```
112
C30H62N2O18, DFT ωB97M-V/def2-TZVPD
C 1.29 -0.66 3.54
N 1.85 -1.88 2.88
O 2.82 -2.39 3.39
O 1.29 -2.27 1.88
H 2.01 0.13 3.32
H 1.29 -0.87 4.60
H 0.30 -0.48 3.15
C -0.08 -4.00 -1.55
N -0.69 -2.83 -2.25
O -0.10 -1.78 -2.16
O -1.72 -3.01 -2.84
H 0.08 -3.66 -0.53
H 0.89 -4.16 -2.01
H -0.75 -4.85 -1.49
O 0.67 1.09 1.00
C 0.01 0.97 0.00
O -1.26 0.56 -0.04
C -1.87 0.28 1.21
C -1.75 -1.20 1.53
C 0.59 1.15 -1.38
H -2.93 0.55 1.20
H -1.57 0.94 2.03
H -1.87 -1.42 2.59
H -0.84 -1.66 1.16
H -2.60 -1.73 1.07
H 0.94 2.17 -1.47
H -0.11 0.84 -2.15
H 1.45 0.48 -1.48
O 4.20 4.17 -3.66
C 3.10 4.30 -4.15
O 2.89 4.37 -5.47
C 3.94 4.07 -6.40
C 3.35 4.31 -7.78
C 1.87 4.59 -3.35
H 4.26 3.04 -6.28
H 4.81 4.68 -6.18
H 4.07 4.07 -8.56
H 2.93 5.30 -7.89
H 2.53 3.60 -7.97
H 1.46 5.56 -3.63
H 2.21 4.65 -2.32
H 1.06 3.91 -3.61
O -2.40 2.35 4.14
C -1.35 2.86 3.83
O -0.19 2.69 4.48
C -0.17 1.89 5.66
C 1.23 2.01 6.24
C -1.27 3.82 2.67
H -0.40 0.86 5.38
H -0.93 2.26 6.35
H 2.00 1.83 5.48
H 1.46 1.39 7.10
H 1.32 3.06 6.53
H -0.36 4.41 2.77
H -2.12 4.48 2.66
H -1.24 3.23 1.76
O 2.26 3.89 -0.10
C 2.93 3.28 0.70
O 4.00 2.55 0.42
C 4.27 2.21 -0.95
C 5.60 1.51 -1.04
C 2.67 3.32 2.18
H 4.30 3.15 -1.51
H 3.51 1.51 -1.29
H 6.29 1.96 -0.33
H 5.99 1.59 -2.06
H 5.51 0.43 -0.87
H 1.67 3.70 2.37
H 3.39 3.93 2.70
H 2.64 2.29 2.54
O -3.14 -6.14 -1.21
C -3.77 -6.57 -0.29
O -3.87 -5.99 0.93
C -2.95 -4.98 1.24
C -1.50 -5.42 1.37
C -4.65 -7.79 -0.34
H -3.17 -4.51 2.21
H -3.01 -4.11 0.58
H -0.87 -4.57 1.63
H -1.06 -5.82 0.46
H -1.45 -6.11 2.21
H -4.21 -8.53 -1.01
H -5.68 -7.62 -0.66
H -4.70 -8.23 0.65
O 3.69 -1.59 -4.44
C 3.72 -0.64 -3.72
O 3.85 -0.69 -2.38
C 3.77 -1.98 -1.78
C 3.30 -1.82 -0.34
C 3.54 0.79 -4.18
H 4.77 -2.43 -1.74
H 3.13 -2.65 -2.34
H 2.26 -1.50 -0.27
H 3.91 -1.14 0.26
H 3.22 -2.76 0.20
H 3.10 1.31 -3.34
H 2.78 0.69 -4.97
H 4.47 1.12 -4.64
O -5.37 -0.59 -0.05
C -6.15 -1.12 0.70
O -7.05 -0.46 1.43
C -6.97 0.96 1.50
C -8.04 1.48 2.44
C -6.20 -2.60 0.91
H -6.96 1.50 0.56
H -5.99 1.23 1.90
H -7.83 2.53 2.64
H -8.06 0.92 3.37
H -9.04 1.41 2.01
H -5.19 -2.90 1.19
H -6.38 -3.10 -0.05
H -6.93 -2.94 1.63
```